{
  "formula": "C28H66BBrClFN2O19PS6",
  "method": "ωB97M-V/def2-TZVPD",
  "homo_lumo_gap_ev": 8.14,
  "total_charge": 1,
  "species": ["H", "H", "H", "H", "H", "C", "H", "H", "H", "H", "H", "H", "H", "Br", "H", "C", "C", "C", "C", "H", "O", "S", "H", "N", "F", "S", "O", "H", "H", "H", "H", "H", "C", "Cl", "C", "C", "H", "O", "H", "H", "H", "H", "H", "O", "O", "O", "H", "H", "H", "H", "H", "O", "H", "O", "C", "N", "C", "C", "C", "H", "O", "H", "H", "H", "C", "C", "O", "H", "H", "H", "C", "O", "H", "O", "C", "H", "H", "H", "C", "C", "C", "O", "S", "P", "H", "H", "H", "C", "H", "H", "C", "H", "H", "H", "C", "H", "C", "O", "O", "C", "C", "O", "S", "O", "S", "H", "C", "O", "S", "H", "H", "H", "B", "H", "H", "H", "C", "H", "O", "C", "H", "H", "H", "H", "H", "H"],
  "coordinates": [[5.608147, -2.511463, -6.786734], [-1.573405, -4.299876, 1.024996], [1.661096, 1.157940, 7.865018], [5.421806, 0.750492, -2.274655], [0.516049, -8.219412, -6.158681], [7.979292, -4.807215, -11.581879], [-7.759444, -2.383482, 1.516675], [9.533091, -5.660533, -10.381945], [0.285109, 0.476896, 0.313872], [-4.125307, 2.697851, 0.888607], [6.533377, -0.601423, -1.912612], [-0.798479, 0.235854, 3.033308], [-9.350707, 9.135659, 8.091999], [-5.467915, 0.339401, 3.237643], [0.604276, 2.203780, 8.814700], [8.640148, -5.046543, -10.236933], [-5.293872, 6.575225, 8.504815], [4.954467, -3.098725, -6.141663], [-4.442931, -1.350140, 0.858337], [7.742190, -5.754803, -12.072199], [-3.612800, 7.240147, 1.611833], [-7.119991, 8.429781, 8.208886], [-1.127557, -1.845830, 4.458255], [-3.200175, -1.862216, 0.304079], [-3.174434, -1.593292, 4.861417], [1.067571, -4.688612, -5.958304], [4.288766, -0.415642, -4.614282], [-7.007520, -3.704515, 0.357893], [-4.584641, 8.305191, 4.175001], [-3.314057, 3.771074, 2.031365], [1.548501, -0.403675, 1.366233], [-0.612508, -3.039635, -5.750516], [-4.109727, -0.536891, 2.122640], [-2.966045, -2.830211, -1.082893], [-4.290857, 3.456738, 1.658685], [-5.069481, 4.633182, 1.099577], [-5.867408, 8.196522, 2.935948], [-6.477975, -0.846875, -0.814924], [8.632771, -4.222147, -12.233365], [-0.666664, -6.973911, -7.991065], [9.755159, -1.332247, -8.888313], [4.946644, -3.901448, -4.128443], [-3.411434, 6.866706, 9.528638], [6.039960, -2.128993, -4.180882], [7.181903, -3.571037, -8.022810], [-6.763858, 9.335770, 9.268243], [6.504167, -3.961259, -4.945708], [-4.427674, 8.307836, 9.475143], [0.474039, 3.830134, 6.967723], [7.048789, -4.247932, -11.471326], [0.653873, -2.905320, -4.496069], [-0.089631, -5.650686, -6.554382], [2.244191, 2.736280, 8.373716], [-3.433526, 5.752088, 3.633563], [0.014515, -3.592537, -5.051319], [-2.664638, -0.620389, 2.260762], [-0.812785, -4.528155, 1.866696], [0.820021, 2.815882, 6.751930], [1.712122, -0.923017, -0.810817], [2.022703, -7.433394, -6.609063], [9.067572, -3.826007, -9.630769], [2.339446, -1.870932, -0.595918], [2.598388, 2.936436, 3.074032], [0.952222, -1.254762, -1.615172], [5.611654, -3.347083, -4.798114], [6.020863, -0.053485, -2.703062], [-6.670728, 6.931909, 8.629649], [4.013895, 2.998311, 4.179072], [-0.040952, 2.256026, 6.372975], [-5.847892, 7.054915, 4.323000], [0.266422, -6.597482, -7.563296], [-5.399206, 5.578924, 2.114733], [1.238740, -8.519127, -7.757452], [-6.731023, 8.666970, 6.842832], [0.215179, -3.257390, 1.975632], [4.717265, -4.041867, -6.638849], [2.376921, -0.060674, -1.144653], [-6.012570, 4.271507, 0.680954], [3.263217, 2.358856, 3.716185], [1.361255, 2.194823, 8.026444], [-1.858602, -0.025711, 3.362662], [4.152227, -1.885234, -2.575152], [-4.218317, 6.521124, 2.701001], [-0.399915, -1.977291, 0.727677], [1.287424, -3.576409, 1.742977], [-5.235234, 5.488207, 8.607968], [-0.591149, -4.176414, -4.358846], [-1.875426, -1.002295, 4.665281], [-9.138595, 7.803793, 9.259692], [-7.192178, -1.389723, -1.237304], [-5.241021, 7.630553, 3.624930], [-6.188937, -3.231527, 1.929393], [-0.264888, -5.473597, 1.543806], [-1.437457, -4.649560, 2.818705], [-4.443680, 7.222071, 9.582652], [0.815966, -6.106085, -8.371975], [-2.142164, -1.406626, 1.179927], [7.312456, -2.117879, -10.073211], [1.827375, 2.924698, 5.744651], [1.054795, -7.761364, -6.991722], [-6.798182, -2.808693, 1.040981], [1.673112, -3.960370, -7.040634], [4.919121, -1.150587, -3.549289], [1.851747, -5.437933, -5.011152], [7.945227, -2.842957, -9.003250], [8.446167, -0.931768, -7.744218], [9.046258, -1.737820, -8.167324], [3.212764, 0.861342, 5.845989], [2.310023, 1.579762, 4.987350], [7.977152, -5.597003, -9.562276], [-2.429041, 0.923809, 3.697576], [6.731475, 0.356333, -3.419821], [-5.967906, -1.608087, 0.282901], [4.023968, -2.539271, -6.029174], [3.751143, 1.571948, 3.140301], [9.560836, -2.278845, -7.373467], [0.804785, -0.539234, 0.494232], [-4.825906, 3.003573, 2.496755], [1.162564, 0.943354, 4.387783], [-8.870026, 8.173603, 8.270778], [0.145008, -2.921719, 3.077133], [-4.845567, 7.001238, 10.574331], [-1.605365, -0.454175, 5.629342], [-9.154675, 7.462361, 7.495728], [-4.923173, 6.824202, 7.505436], [-4.522121, 5.119401, 0.286248]],
  "forces_ev_per_a": [[-0.1, -0.2, 0.1], [1.1, -0.5, 1.2], [0.0, 0.1, 0.0], [-0.1, -0.1, -0.1], [0.0, 0.0, -0.1], [-0.2, 0.2, -0.1], [1.2, -0.8, -1.0], [0.1, 0.3, 0.2], [0.6, -1.7, 0.3], [-0.1, 0.1, 0.0], [-0.1, 0.0, -0.1], [-1.5, -0.5, 0.5], [0.2, 0.0, 0.0], [1.9, -1.1, -1.2], [0.0, 0.1, -0.1], [-0.4, -0.8, -0.6], [1.0, -0.1, 0.1], [-0.3, 0.4, 0.0], [1.3, 2.1, 2.2], [0.1, 0.0, 0.1], [0.1, -0.7, 0.4], [-0.3, -0.4, 0.5], [-1.2, 1.1, 0.5], [-0.1, 3.2, 4.7], [1.7, 1.0, -0.6], [-0.5, -0.2, -0.1], [-0.1, -0.4, 0.7], [0.0, 1.4, 0.9], [0.0, -0.1, -0.1], [0.0, 0.0, 0.0], [-1.4, -0.2, -1.0], [0.1, -0.1, 0.0], [0.8, -2.9, -4.0], [-0.6, 0.7, 0.8], [0.3, -0.1, 0.2], [0.3, -0.6, -0.6], [0.1, -0.1, 0.0], [0.8, -2.5, 1.6], [0.0, -0.1, 0.1], [-0.1, 0.3, 0.2], [-0.1, -0.1, 0.0], [0.0, 0.2, 0.1], [-0.1, -0.1, 0.0], [-0.3, 1.1, 0.8], [0.2, 0.1, -0.7], [0.1, -0.3, -0.8], [0.1, 0.3, 0.2], [0.0, -0.1, 0.0], [0.2, 0.0, -0.4], [0.1, -0.1, 0.0], [0.1, -0.1, -0.1], [0.2, 0.9, 0.6], [-0.1, 0.0, 0.0], [0.0, 0.2, -0.6], [-0.2, 0.0, 0.0], [-1.7, -1.6, -2.9], [-0.3, 0.7, -0.8], [-0.6, -0.2, 0.9], [-1.2, -1.0, 0.3], [-0.1, 0.0, -0.1], [-0.2, 0.8, 0.6], [-0.8, 1.7, -0.3], [0.0, 0.0, 0.1], [1.5, 0.8, 0.9], [-0.5, -1.0, -0.8], [0.1, -0.1, 0.1], [-0.7, 0.6, -0.3], [-0.1, -0.1, 0.0], [0.1, 0.0, -0.1], [0.1, 0.0, -0.1], [0.4, -0.8, -0.6], [0.2, 0.6, 0.5], [-0.1, 0.1, 0.0], [0.2, 0.0, 0.5], [-1.1, -0.7, 1.7], [0.1, 0.1, 0.1], [-1.0, -1.3, 0.5], [0.0, 0.3, 0.2], [-0.1, 0.1, -0.1], [0.2, -0.3, 0.0], [-0.9, 0.5, 1.8], [-0.1, 0.3, -0.5], [-0.6, 0.3, 0.2], [0.5, -0.2, -0.8], [-1.5, 0.7, 0.1], [-0.4, 0.1, -0.1], [0.1, 0.0, -0.1], [0.5, -0.4, -0.6], [0.1, 0.0, -0.1], [0.5, 1.0, 0.6], [-0.2, -0.1, -0.1], [-0.9, 0.7, -1.5], [-0.8, 1.2, 0.8], [1.2, 0.0, -1.3], [0.0, 0.3, 0.1], [0.0, 0.1, 0.2], [-0.9, 0.2, 0.8], [0.0, -0.5, 0.6], [0.4, -0.6, -0.9], [0.3, 0.0, 0.2], [0.4, 0.1, 0.7], [0.0, -0.6, 0.5], [1.0, -0.3, -0.6], [-0.1, 0.4, -0.6], [0.7, 0.0, -0.3], [-0.1, -0.1, -0.1], [0.2, -0.1, 0.0], [-0.8, 0.0, -0.5], [0.6, 1.0, 0.4], [0.0, 0.2, 0.1], [1.0, -1.4, -0.9], [-0.1, -0.1, 0.0], [-0.8, -0.2, -0.8], [0.0, -0.1, 0.0], [-0.1, 0.0, 0.1], [-0.1, 0.0, -0.1], [1.5, 1.0, 0.1], [0.0, 0.1, -0.2], [0.1, -0.2, 0.3], [0.0, -0.2, 0.0], [0.5, -0.3, -1.8], [0.1, -0.1, -0.1], [-0.3, -0.6, -1.5], [0.1, 0.1, 0.1], [-0.2, 0.1, 0.0], [0.0, 0.1, 0.2]]
}

---

{
  "formula": "C23H53IrO3P3",
  "method": "ωB97M-V/def2-TZVPD",
  "e_above_lowest_kcal_mol": 0.0,
  "spin_multiplicity": 6,
  "homo_lumo_gap_ev": [5.94, 4.40],
  "total_charge": 4,
  "s_squared": 8.774,
  "species": ["H", "C", "H", "H", "H", "H", "P", "H", "H", "H", "O", "C", "P", "H", "H", "H", "H", "H", "H", "H", "C", "H", "H", "H", "C", "O", "H", "H", "H", "H", "C", "C", "H", "C", "H", "H", "C", "H", "H", "C", "C", "C", "H", "H", "H", "H", "H", "H", "H", "H", "H", "Ir", "C", "C", "H", "C", "H", "H", "C", "H", "C", "C", "C", "H", "H", "O", "C", "H", "H", "H", "H", "C", "H", "H", "H", "H", "C", "P", "H", "C", "H", "H", "C"],
  "coordinates": [[5.148160, 1.009984, 0.763042], [-2.092781, -1.959353, -3.379231], [-4.874329, -0.156150, -2.303475], [-3.066008, -1.704784, -1.495749], [2.073436, -3.844924, 2.653294], [-2.122796, 0.740960, -4.918269], [-1.916618, 0.326958, -1.656863], [-2.997257, -0.628540, 0.846303], [-4.741808, -1.615671, -3.279712], [4.639275, -3.488271, -0.054579], [1.309769, -0.847515, -3.290726], [-3.785015, 0.015023, 0.430852], [2.168873, -1.365714, 0.466254], [1.666484, 2.515267, 4.215770], [4.253091, 0.289873, 2.101889], [-0.862021, 1.981738, -4.889401], [4.535113, -1.363516, 0.290194], [0.970796, -0.442766, 3.486120], [3.642319, -4.845195, 0.478416], [0.269099, 4.448733, 2.370862], [2.483172, -3.130110, -0.080839], [1.315180, -2.803807, 3.858435], [-4.539516, -0.627349, -0.044726], [-2.117933, -1.540282, -4.394019], [-1.739176, 1.666256, -2.972148], [1.157252, 2.645898, -0.227229], [-2.380958, 3.077502, -0.569901], [-1.147385, 4.574288, 3.479649], [3.438724, 1.423635, 0.980448], [-1.821464, 2.038436, 0.755856], [4.169448, 0.605010, 1.057294], [-2.006037, 1.640401, 3.643980], [-4.043801, 1.355416, -1.221299], [0.638633, 2.315134, 4.539699], [-1.006449, -1.462150, -0.348860], [-2.798882, 3.164035, -4.097865], [3.748604, -3.752377, 0.530067], [-1.050196, -2.115939, -3.087940], [-2.581882, -2.943680, -3.409475], [-2.863459, -1.090241, -2.387211], [2.322212, -1.677932, 2.305238], [3.995647, -0.059132, -1.323903], [-3.883406, 2.023488, -3.305693], [-4.098060, -0.097307, -3.909464], [3.751955, -0.808882, -2.082141], [5.050219, 0.220775, -1.463443], [0.562910, -2.986861, 2.256027], [0.299875, 3.092298, 5.235750], [-1.825487, 0.608646, 3.985621], [-3.089406, 3.307636, -2.370542], [3.395334, -1.896807, 2.427632], [0.182737, -0.241711, -0.534965], [-0.700920, 4.019765, 2.642445], [2.510161, -3.395364, -1.583221], [-4.276099, 0.538238, 1.263708], [3.824043, -0.542183, 0.112557], [0.584906, 1.333249, 5.023073], [1.581838, -3.113607, -2.086368], [-2.950445, 2.585110, -3.178292], [-0.209417, -1.667848, 0.342495], [-1.282908, 1.135107, -4.328876], [-4.213691, -0.693895, -2.994358], [0.871653, -0.618659, -2.230123], [-0.501977, 0.373703, -4.268148], [-3.478142, 2.718315, 0.781360], [0.116098, 1.492473, 1.944182], [-2.693026, 2.295598, 0.135782], [3.352130, -2.892534, -2.077603], [-2.720030, 1.627193, 2.807162], [3.938656, -3.506307, 1.578857], [1.600750, -3.647347, 0.327476], [2.030846, -0.481567, 3.212205], [-2.380638, 2.263689, 4.465664], [-0.922399, 2.270309, -2.538304], [2.615172, -0.591498, 4.141332], [3.392944, 0.839992, -1.512591], [0.735845, 1.566391, -0.185538], [-0.429680, 2.305262, 3.104836], [2.289352, 0.482032, 2.771552], [-3.221982, 1.045443, -0.556691], [2.644607, -4.476821, -1.731818], [-1.367515, 4.048125, 1.775234], [1.523671, -2.902826, 2.782964]],
  "forces_ev_per_a": [[-0.1, -0.1, -0.2], [0.4, 0.5, 0.3], [0.2, -0.2, -0.2], [0.3, 0.4, 0.8], [-0.2, 0.3, 0.0], [0.1, 0.2, 0.0], [-1.6, 0.4, 1.6], [-0.2, 0.1, 0.1], [0.0, 0.1, -0.1], [-0.2, -0.1, 0.0], [-1.6, 0.9, 3.8], [0.1, -0.2, 0.1], [0.9, -2.6, 2.2], [-0.1, 0.1, 0.2], [0.0, 0.1, -0.3], [0.0, 0.0, -0.1], [-0.5, -0.5, 0.1], [0.0, -0.2, 0.0], [0.2, 0.2, 0.0], [-0.1, 0.1, 0.1], [0.8, -0.1, -0.5], [0.0, -0.1, -0.4], [0.2, 0.2, 0.2], [-0.1, -0.2, 0.2], [-1.0, 1.3, -3.2], [-1.1, -2.8, 0.2], [-0.1, -0.2, 0.3], [0.1, -0.4, 0.1], [0.3, 0.0, 0.0], [-0.3, 0.0, -0.1], [-0.9, -0.2, 0.6], [0.2, -0.3, -0.4], [0.3, 0.0, 0.2], [0.9, -0.2, 0.0], [0.8, -1.0, 1.0], [0.0, -0.2, -0.1], [0.0, -0.2, 0.2], [-0.2, -0.2, 0.0], [0.0, 0.1, -0.1], [-1.3, -0.7, -3.0], [-0.3, 0.3, 0.2], [-0.5, -0.1, 0.0], [0.0, 0.1, -0.2], [0.0, -0.2, 0.0], [0.2, 0.1, 0.1], [-0.1, -0.1, 0.0], [0.1, 0.0, 0.2], [0.0, -0.1, -0.2], [-0.2, 0.3, 0.0], [-0.1, -0.2, -0.1], [-0.1, 0.0, -0.2], [-0.6, 0.3, 1.5], [0.4, 0.7, -1.2], [-0.1, 0.2, -0.2], [0.1, -0.2, -0.3], [2.5, 1.9, -1.5], [0.0, 0.2, -0.1], [0.1, -0.1, 0.0], [0.3, -0.2, 0.7], [-1.4, -0.4, -0.7], [0.0, -0.6, 0.7], [0.1, 0.2, 0.7], [2.7, -1.3, -5.8], [0.0, 0.2, -0.1], [0.2, -0.1, -0.2], [1.0, -0.8, -0.8], [0.2, 0.3, 0.3], [-0.2, -0.2, 0.1], [0.2, 0.1, 0.4], [-0.1, -0.1, -0.2], [-0.1, 0.2, 0.3], [-0.1, 0.3, 0.1], [0.0, -0.2, -0.1], [0.2, -0.4, 0.7], [-0.3, 0.0, -0.2], [0.2, -0.1, 0.0], [2.0, 4.7, -1.4], [-2.6, 1.0, 3.7], [0.1, -0.1, 0.0], [-0.1, 0.3, -0.3], [0.0, 0.3, 0.0], [0.1, 0.1, 0.2], [0.0, -0.3, 0.2]]
}

---

{
  "formula": "C10H28InNO3",
  "method": "ωB97M-V/def2-TZVPD",
  "homo_lumo_gap_ev": 5.53,
  "species": ["H", "H", "H", "H", "H", "C", "H", "C", "H", "H", "H", "H", "H", "H", "H", "H", "C", "C", "H", "H", "C", "H", "O", "C", "H", "C", "O", "H", "H", "H", "H", "C", "H", "H", "N", "H", "H", "O", "H", "C", "H", "C", "In"],
  "coordinates": [[2.031830, -2.307227, 2.546938], [-3.242068, 1.280797, -2.449868], [1.778383, -1.227737, 1.158396], [1.836380, 2.091084, 0.149691], [0.456337, 3.257402, -1.955832], [0.560206, -0.792794, 2.868648], [-0.133625, 1.390443, -0.533480], [-1.179989, 0.776398, -2.330799], [-3.938323, 3.768031, -0.003011], [1.307573, -0.099122, 3.266579], [3.534052, 2.173587, -0.308900], [-0.922497, -3.019196, -0.328600], [-0.955666, 0.410980, 2.661978], [0.816441, 2.173382, -3.276498], [0.443558, -4.084336, 2.958490], [-0.059977, -1.456124, -0.286676], [1.367484, -3.676530, 0.477938], [-2.471563, 1.302035, -1.681340], [-1.093110, 1.136927, -3.352845], [1.868759, -3.050939, -0.255875], [2.540501, 2.559305, -0.538903], [-2.752089, 0.664875, -0.842956], [-2.431009, 4.804714, -2.567698], [-0.558924, -2.215482, 0.309625], [0.080008, -1.288455, 3.719088], [0.886797, 2.283179, -2.195885], [-0.386171, -0.111092, 2.082947], [-0.790989, -4.462713, 1.725871], [0.804851, 0.296653, -1.513724], [0.785986, -4.447324, -0.019413], [-1.009491, -3.058846, 2.789927], [1.284183, -1.767943, 1.965624], [-1.384720, -1.792295, 0.861503], [-1.036966, 3.785832, 0.074003], [0.437465, -2.819558, 1.273182], [2.555095, 3.635022, -0.355836], [-1.216025, -0.320788, -2.384912], [2.277034, 2.258534, -1.889940], [2.091776, -4.126899, 1.152466], [-0.281550, -3.667143, 2.263267], [-1.531486, 5.144926, -2.693038], [0.100859, 1.137435, -1.567589], [-2.469318, 3.461003, -0.972545]],
  "forces_ev_per_a": [[0.0, 0.0, -0.1], [-0.4, -0.2, 0.2], [0.0, 0.1, 0.0], [-0.2, 0.0, 0.0], [-0.1, 0.0, 0.2], [-0.3, 0.0, -0.2], [-0.2, 0.0, 0.1], [-0.1, -0.2, 0.7], [0.1, -0.1, -0.2], [0.1, -0.1, 0.0], [0.1, 0.0, 0.0], [0.1, 0.0, 0.0], [0.1, 0.2, -0.2], [0.2, 0.0, -0.1], [0.0, 0.0, 0.0], [-0.1, 0.1, 0.0], [0.0, 0.0, 0.1], [0.6, 0.8, -0.5], [0.0, 0.0, -0.2], [0.0, 0.0, 0.0], [0.4, 0.0, 0.0], [-0.2, -0.1, 0.1], [0.5, -0.1, 0.0], [0.0, -0.3, -0.1], [0.1, -0.1, 0.0], [-0.1, 0.0, -0.4], [-0.2, 0.1, 0.3], [0.0, 0.0, 0.0], [0.1, -0.2, -0.2], [0.0, 0.0, 0.0], [0.0, 0.0, 0.0], [0.1, 0.0, 0.0], [0.0, 0.2, 0.0], [0.0, -0.1, -0.1], [-0.1, 0.2, -0.1], [-0.2, 0.1, 0.0], [0.0, -0.1, -0.3], [-0.1, -0.2, 0.2], [0.0, 0.0, 0.0], [0.1, 0.1, 0.0], [-0.5, -0.1, 0.1], [0.4, 0.1, 0.3], [-0.2, -0.1, 0.4]]
}